1.
Entry from OMol25: C21H33N3O4 in the gas phase (ωB97M-V with the def2-TZVPD basis set).

Each line ends with the Löwdin charge.
Atoms and positions in Å:
1 C -2.563 -3.820 -0.941  -0.06
2 C -2.965 -2.668 -0.041  -0.21
3 O -2.967 -1.464 -0.816  -0.01
4 C -3.592 -0.412 -0.284  -0.46
5 O -4.171 -0.439 0.768  0.13
6 C -3.500 0.800 -1.204  -0.18
7 C -4.132 2.035 -0.556  -0.14
8 C -3.298 2.511 0.632  -0.15
9 C -1.841 2.717 0.219  -0.13
10 N -1.300 1.514 -0.387  -0.04
11 C -0.676 0.623 0.409  -0.10
12 C -0.092 -0.638 0.247  -0.13
13 N 0.116 -1.499 -0.774  0.07
14 C 1.201 -2.446 -0.634  -0.15
15 C 2.543 -1.786 -1.016  -0.16
16 N 2.699 -0.551 -0.277  -0.14
17 C 3.424 -0.695 0.973  -0.17
18 C 4.940 -0.786 0.778  -0.17
19 C 5.434 0.444 0.022  -0.19
20 C 4.658 0.600 -1.284  -0.14
21 C 3.137 0.605 -1.048  -0.32
22 C 2.648 1.903 -0.383  -0.19
23 C 2.374 3.003 -1.401  -0.09
24 C 0.197 -0.751 1.683  -0.30
25 O 0.560 -1.648 2.412  0.08
26 C -0.278 0.679 1.827  -0.28
27 O -0.249 1.548 2.669  0.09
28 C -2.029 1.091 -1.559  -0.10
29 H -2.545 -4.739 -0.365  0.08
30 H -3.271 -3.926 -1.759  0.08
31 H -1.574 -3.639 -1.352  0.05
32 H -2.256 -2.547 0.785  0.13
33 H -3.965 -2.815 0.381  0.13
34 H -4.033 0.539 -2.125  0.16
35 H -4.200 2.829 -1.304  0.12
36 H -5.140 1.792 -0.220  0.12
37 H -3.342 1.766 1.426  0.11
38 H -3.702 3.446 1.021  0.12
39 H -1.767 3.520 -0.523  0.13
40 H -1.234 2.976 1.085  0.12
41 H 0.022 -1.120 -1.708  0.14
42 H 1.013 -3.308 -1.280  0.12
43 H 1.223 -2.771 0.405  0.11
44 H 2.530 -1.571 -2.089  0.12
45 H 3.350 -2.506 -0.830  0.12
46 H 3.050 -1.581 1.489  0.12
47 H 3.188 0.171 1.596  0.13
48 H 5.429 -0.859 1.750  0.11
49 H 5.188 -1.687 0.209  0.10
50 H 5.298 1.328 0.646  0.11
51 H 6.502 0.354 -0.194  0.11
52 H 4.952 1.521 -1.790  0.11
53 H 4.905 -0.237 -1.944  0.11
54 H 2.639 0.541 -2.024  0.14
55 H 3.380 2.261 0.339  0.11
56 H 1.729 1.683 0.162  0.10
57 H 3.271 3.238 -1.971  0.07
58 H 2.044 3.907 -0.896  0.07
59 H 1.595 2.697 -2.098  0.07
60 H -1.993 1.902 -2.294  0.14
61 H -1.570 0.201 -1.986  0.11

Properties
Electronic energy (hartree): -1285.2288
E_LUMO (hartree): 0.0155
SMILES string: CCOC(=O)[C@H]1CCCN(c2c(NCCN3CCCC[C@@H]3CC)c(=O)c2=O)C1
Energy relative to the best compared isomer or geometry (same formula, charge and spin) (kJ/mol): 181.5
Highest occupied orbital energy (eV): -7.55
2S+1: 1
Molar mass (g/mol): 391.512
Frontier orbital gap (eV): 7.977



2.
Entry from OMol25: a molecular structure, C21H33N4O7Tb at a distorted geometry (ωB97M-V with the def2-TZVPD basis set).

Each line ends with the Löwdin charge.
Atoms and positions in Å:
1 Tb 0.005 0.114 -0.476  1.76
2 C 1.445 1.597 2.253  -0.12
3 C 2.289 2.144 1.127  -0.12
4 O 2.214 1.295 -0.031  -0.26
5 C 3.310 0.383 -0.231  -0.14
6 C 3.230 -0.796 0.693  -0.15
7 O 1.927 -1.354 0.546  -0.22
8 C 1.913 -2.794 0.631  -0.10
9 C -0.510 -2.856 1.499  -0.26
10 O -1.184 -1.697 1.016  -0.18
11 C -2.502 -1.470 1.508  -0.13
12 C -3.093 -0.383 0.650  -0.11
13 O -2.174 0.724 0.533  -0.27
14 C -2.176 1.635 1.653  -0.13
15 C -0.833 2.300 1.716  -0.15
16 O 0.137 1.245 1.768  -0.24
17 H 1.362 2.333 3.052  0.15
18 H 1.859 0.683 2.665  0.13
19 H 3.326 2.242 1.450  0.15
20 H 1.938 3.123 0.809  0.14
21 H 4.265 0.900 -0.140  0.15
22 H 3.205 0.033 -1.258  0.14
23 H 3.407 -0.531 1.736  0.14
24 H 3.995 -1.516 0.399  0.15
25 H 2.308 -3.087 1.600  0.14
26 H 2.566 -3.186 -0.152  0.15
27 H -0.585 -2.007 3.351  0.13
28 H -1.266 -3.632 1.664  0.16
29 H -2.476 -1.193 2.563  0.13
30 H -3.110 -2.368 1.400  0.15
31 H -4.044 -0.045 1.055  0.15
32 H -3.249 -0.745 -0.363  0.15
33 H -2.364 1.080 2.571  0.14
34 H -2.961 2.375 1.513  0.15
35 H -0.771 2.921 2.607  0.15
36 H -0.674 2.932 0.837  0.13
37 C 0.668 -4.919 0.641  -0.01
38 C 0.518 -3.411 0.438  -0.32
39 N 0.106 -2.457 2.762  -0.01
40 O 0.576 -3.594 3.458  -0.03
41 C 0.022 -3.094 -0.982  -0.23
42 C -0.454 -4.074 -1.994  0.03
43 N 0.080 -1.852 -1.154  -0.23
44 O -0.384 -1.047 -2.143  -0.24
45 H 1.034 -5.136 1.643  0.09
46 H 1.378 -5.342 -0.075  0.11
47 H -0.285 -5.431 0.506  0.10
48 H -0.193 -4.125 3.719  0.11
49 H -1.115 -4.816 -1.549  0.09
50 H 0.393 -4.611 -2.427  0.11
51 H -0.975 -3.558 -2.797  0.09
52 N 0.981 3.305 -3.582  0.16
53 C 1.132 2.182 -2.867  -0.13
54 N 0.122 1.981 -2.040  -0.02
55 C -0.759 3.048 -2.256  -0.22
56 C -2.023 3.335 -1.686  -0.01
57 C -2.680 4.489 -2.115  -0.07
58 C -2.121 5.328 -3.072  -0.05
59 C -0.871 5.048 -3.658  0.03
60 C -0.228 3.886 -3.222  -0.18
61 H 1.620 3.640 -4.283  0.18
62 H 1.986 1.533 -2.983  0.14
63 H -2.490 2.656 -0.986  0.09
64 H -3.657 4.731 -1.713  0.11
65 H -2.665 6.212 -3.381  0.12
66 H -0.443 5.693 -4.415  0.12

Properties
Electronic energy (hartree): -2389.5784
E_LUMO (alpha / beta) (hartree): -0.1999 / -0.1597
Charge: +2
Energy relative to the best compared isomer or geometry (same formula, charge and spin) (kJ/mol): 209.2
Highest occupied orbital energy (alpha / beta) (eV): -13.95 / -13.96
2S+1: 7
Molar mass (g/mol): 612.441
Frontier orbital gap (alpha / beta) (eV): 8.510 / 9.610



3.
Entry from OMol25: C21H33NO in the gas phase (ωB97M-V with the def2-TZVPD basis set).

Each line ends with the Löwdin charge.
Atoms and positions in Å:
1 O -2.434 -3.608 -0.311  -0.05
2 C -2.044 -2.651 0.644  -0.22
3 C -2.591 -1.232 0.372  -0.42
4 C -4.135 -1.360 0.341  -0.09
5 C -4.868 -0.099 -0.005  -0.23
6 C -5.173 0.209 -1.326  -0.05
7 C -5.836 1.379 -1.648  -0.08
8 C -6.211 2.263 -0.651  -0.10
9 C -5.929 1.960 0.670  -0.08
10 C -5.267 0.788 0.989  -0.05
11 C -2.066 -0.666 -0.955  -0.11
12 C -0.571 -0.352 -0.904  -0.18
13 N -0.323 0.604 0.152  -0.17
14 C 0.965 1.261 0.090  -0.20
15 C 2.205 0.371 0.269  -0.19
16 C 3.488 1.194 0.192  -0.19
17 C 4.745 0.343 0.354  -0.34
18 C 5.002 -0.615 -0.829  -0.16
19 C 6.494 -0.489 -1.178  -0.19
20 C 7.120 0.226 0.018  -0.20
21 C 6.021 1.188 0.451  -0.17
22 C -0.661 0.046 1.444  -0.19
23 C -2.155 -0.275 1.488  -0.11
24 H -2.060 -3.358 -1.163  0.08
25 H -2.446 -3.014 1.593  0.13
26 H -0.950 -2.631 0.727  0.11
27 H -4.386 -2.139 -0.383  0.12
28 H -4.457 -1.705 1.326  0.13
29 H -4.896 -0.481 -2.111  0.11
30 H -6.064 1.601 -2.681  0.10
31 H -6.727 3.178 -0.901  0.10
32 H -6.230 2.638 1.456  0.10
33 H -5.066 0.553 2.025  0.11
34 H -2.592 0.267 -1.159  0.12
35 H -2.271 -1.353 -1.780  0.12
36 H -0.267 0.098 -1.853  0.13
37 H 0.011 -1.282 -0.772  0.12
38 H 0.969 2.036 0.863  0.12
39 H 1.025 1.761 -0.882  0.12
40 H 2.158 -0.131 1.238  0.11
41 H 2.218 -0.396 -0.508  0.11
42 H 3.470 1.952 0.980  0.12
43 H 3.527 1.717 -0.766  0.12
44 H 4.648 -0.243 1.274  0.14
45 H 4.751 -1.639 -0.555  0.11
46 H 4.385 -0.342 -1.686  0.11
47 H 6.619 0.124 -2.072  0.11
48 H 6.955 -1.457 -1.369  0.10
49 H 8.050 0.732 -0.238  0.10
50 H 7.324 -0.487 0.819  0.11
51 H 6.176 1.588 1.452  0.11
52 H 5.964 2.023 -0.250  0.12
53 H -0.435 0.794 2.209  0.13
54 H -0.075 -0.860 1.677  0.12
55 H -2.405 -0.697 2.464  0.13
56 H -2.699 0.662 1.364  0.12

Properties
Electronic energy (hartree): -949.9924
E_LUMO (hartree): 0.0278
SMILES string: OCC1(Cc2ccccc2)CCN(CCCC2CCCC2)CC1
Energy relative to the best compared isomer or geometry (same formula, charge and spin) (kJ/mol): 1.3
Highest occupied orbital energy (eV): -8.29
2S+1: 1
Molar mass (g/mol): 315.501
Frontier orbital gap (eV): 9.048



4.
Entry from OMol25: a molecular structure, C21H33O16Rb at a distorted geometry (ωB97M-V with the def2-TZVPD basis set).

Each line ends with the Löwdin charge.
Atoms and positions in Å:
1 Rb -1.161 3.162 3.890  0.86
2 C -0.452 -0.054 1.514  -0.40
3 O -0.268 0.613 2.712  -0.55
4 H -0.632 -1.134 1.691  0.04
5 H -1.285 0.414 0.958  0.02
6 H 0.446 -0.070 0.860  0.05
7 C -1.634 2.583 -1.407  0.00
8 C -3.127 2.429 -1.495  -0.31
9 C -3.849 1.607 -0.398  -0.07
10 O -4.821 2.541 0.076  0.07
11 C -4.733 3.720 -0.577  -0.59
12 O -5.380 4.657 -0.241  0.16
13 O -3.810 3.675 -1.522  0.12
14 H -1.239 3.059 -2.300  0.10
15 H -1.238 1.585 -1.214  0.09
16 H -1.422 3.226 -0.547  0.08
17 H -3.296 1.930 -2.457  0.16
18 H -3.145 1.446 0.424  0.11
19 H -4.180 0.670 -0.835  0.12
20 C 2.045 3.105 1.465  -0.02
21 C 1.223 3.957 0.505  -0.31
22 C 1.735 5.413 0.472  -0.06
23 O 1.860 5.661 -0.930  0.08
24 C 1.724 4.537 -1.656  -0.55
25 O 1.708 4.484 -2.838  0.18
26 O 1.520 3.486 -0.809  0.05
27 H 1.740 2.061 1.384  0.07
28 H 1.845 3.362 2.508  0.08
29 H 3.102 3.206 1.227  0.09
30 H 0.151 3.908 0.692  0.12
31 H 2.694 5.478 0.979  0.13
32 H 1.004 6.130 0.836  0.13
33 C -0.043 -3.942 2.930  -0.04
34 C 0.660 -5.258 2.847  -0.31
35 C -0.225 -6.518 2.984  -0.09
36 O 0.079 -7.318 1.858  0.08
37 C 0.973 -6.669 1.077  -0.56
38 O 1.433 -7.068 0.050  0.16
39 O 1.219 -5.430 1.545  0.08
40 H -0.526 -3.791 3.904  0.10
41 H -0.936 -3.825 2.312  0.07
42 H 0.620 -3.092 2.780  0.09
43 H 1.479 -5.282 3.574  0.15
44 H -1.276 -6.227 3.044  0.13
45 H 0.081 -7.018 3.905  0.13
46 C 3.352 0.524 -0.548  -0.03
47 C 4.391 1.180 -1.441  -0.31
48 C 4.036 1.343 -2.921  -0.09
49 O 4.621 2.587 -3.243  0.09
50 C 4.863 3.279 -2.109  -0.58
51 O 5.347 4.370 -2.091  0.16
52 O 4.637 2.533 -1.024  0.08
53 H 3.657 0.507 0.494  0.09
54 H 3.135 -0.486 -0.899  0.09
55 H 2.432 1.096 -0.681  0.06
56 H 5.310 0.603 -1.288  0.15
57 H 2.949 1.295 -3.016  0.14
58 H 4.454 0.461 -3.404  0.14
59 C -1.407 -3.895 -0.420  -0.03
60 C -2.726 -3.160 -0.503  -0.31
61 C -2.562 -1.784 -1.154  -0.11
62 O -3.651 -1.697 -2.049  0.05
63 C -4.186 -2.936 -2.247  -0.55
64 O -5.071 -3.174 -2.992  0.18
65 O -3.605 -3.818 -1.406  0.09
66 H -0.588 -3.266 -0.078  0.09
67 H -1.158 -4.321 -1.396  0.10
68 H -1.494 -4.794 0.193  0.08
69 H -3.176 -3.117 0.493  0.16
70 H -1.572 -1.764 -1.617  0.14
71 H -2.647 -0.974 -0.431  0.11

Properties
Electronic energy (hartree): -2047.9207
E_LUMO (hartree): -0.0534
Energy relative to the best compared isomer or geometry (same formula, charge and spin) (kJ/mol): 0.0
Highest occupied orbital energy (eV): -7.38
2S+1: 1
Molar mass (g/mol): 626.947
Frontier orbital gap (eV): 5.927